One molecule with the formula C4H6OS, computed with the ωB97M-V functional and the def2-TZVPD basis.

Structure (ORCA input):
```
! RIJCOSX wB97M-V def2-TZVPD def2/J DEFGRID3
* xyz 0 1
C -1.2427 0.1613 0.1476
C -0.2535 -0.5474 1.0650
C 0.6271 -0.4326 -1.2626
C -0.6918 -0.1227 -1.2101
H -0.3255 1.9110 0.0511
H -2.2967 -0.1272 0.4189
H -0.2549 -0.0985 2.0705
H -0.5596 -1.6285 1.2085
H 1.2429 -0.5592 -2.1276
H -1.2985 0.0198 -2.0863
O -1.2048 1.5765 0.3850
S 1.4060 -0.4050 0.3091
*
```

Calculated values
**HOMO level**: -8.4899 eV
**Frontier orbital gap**: 9.318 eV
**Maximum force**: 1.9 eV Å⁻¹
**Calculated total energy**: -629.4104 hartree
**ΔE to the lowest compared entry with this formula, charge and spin**: 1.002 eV
**SMILES string**: O[C@H]1C=CSC1

These are the Löwdin partial charges, in e, on atoms 1 to 2:
1 C -0.45
2 C -0.43


One molecule with the formula C4H6OS, computed with the ωB97M-V functional and the def2-TZVPD basis.

Structure (ORCA input):
```
! RIJCOSX wB97M-V def2-TZVPD def2/J DEFGRID3
* xyz 0 1
C 0.4382 -1.7019 1.5088
C -0.2430 -0.7014 1.0390
C -0.1004 -0.1707 -0.3603
C -0.0940 1.9168 -1.4055
H 0.2914 -2.1052 2.5359
H 1.2200 -2.2400 0.9438
H -1.0091 -0.0806 1.6861
H 0.7316 -0.6807 -0.8730
H -1.0385 -0.4310 -0.9567
H -0.5358 1.4017 -2.2392
O 0.1363 1.2623 -0.3105
S 0.2030 3.5308 -1.5685
*
```

Calculated values
**HOMO level**: -8.6965 eV
**Frontier orbital gap**: 9.142 eV
**Maximum force**: 3.6 eV Å⁻¹
**Calculated total energy**: -629.3722 hartree
**ΔE to the lowest compared entry with this formula, charge and spin**: 2.041 eV
**SMILES string**: C=CCOC=S

These are the Löwdin partial charges, in e, on atoms 1 to 2:
1 C -0.01
2 C -0.18


One molecule with the formula C4H6OS, computed with the ωB97M-V functional and the def2-TZVPD basis.

Structure (ORCA input):
```
! RIJCOSX wB97M-V def2-TZVPD def2/J DEFGRID3
* xyz 0 3
C -1.1073 -1.0985 -0.0528
C 0.3982 -1.2767 0.0038
C -1.8106 0.0411 0.0531
C 1.1393 1.6161 -0.0161
O 2.8260 -0.3694 -0.1691
S 1.4329 0.0183 0.0833
H -1.5834 -2.0166 0.0995
H 0.8282 -2.2322 0.0113
H -2.9317 -0.1265 0.0035
H -1.3436 1.0438 0.1742
H 2.0343 2.3507 -0.2020
H 0.1177 2.0498 0.0114
*
```

Calculated values
**HOMO level (spin up / spin down)**: -6.0460 / -9.0870 eV
**Frontier orbital gap (spin up / spin down)**: 6.875 / 6.995 eV
**Maximum force**: 6.7 eV Å⁻¹
**Calculated total energy**: -629.1809 hartree
**ΔE to the lowest compared entry with this formula, charge and spin**: 4.011 eV

These are the Löwdin partial charges, in e, on atoms 1 to 2:
1 C -0.21
2 C -0.23


One molecule with the formula C4H6OS2, computed with the ωB97M-V functional and the def2-TZVPD basis.

Structure (ORCA input):
```
! RIJCOSX wB97M-V def2-TZVPD def2/J DEFGRID3
* xyz 0 1
C 0.1206 -1.6157 -0.0487
C -0.8924 -0.5186 -0.3278
C -0.7345 0.9016 -0.2938
C 0.6101 1.4080 0.0439
H 0.6871 -1.8711 -0.9728
H 0.8404 -1.3967 0.7394
H -0.3995 -2.5311 0.2797
H -1.6347 -0.8016 -1.0595
H -1.3084 1.4641 -1.0260
H 2.0386 1.2529 1.3066
O 1.0947 1.0671 1.3232
S -1.8310 0.2254 0.9736
S 1.4091 2.4158 -0.9377
*
```

Calculated values
**HOMO level**: -8.9995 eV
**Frontier orbital gap**: 8.899 eV
**Maximum force**: 3.2 eV Å⁻¹
**Calculated total energy**: -1027.5931 hartree
**ΔE to the lowest compared entry with this formula, charge and spin**: 1.047 eV
**SMILES string**: C[C@H]1S[C@H]1C(O)=S

These are the Löwdin partial charges, in e, on atoms 1 to 2:
1 C -0.09
2 C -0.64


One molecule with the formula C4H6OS3, computed with the ωB97M-V functional and the def2-TZVPD basis.

Structure (ORCA input):
```
! RIJCOSX wB97M-V def2-TZVPD def2/J DEFGRID3
* xyz 0 1
C -0.8445 1.1842 0.2244
C -1.7131 -0.0968 0.2330
C 0.7072 -0.6801 0.0163
C 0.4266 0.6340 0.8656
H -0.2258 2.9592 -1.0269
H -1.2523 1.8842 0.9298
H -2.0017 -0.3684 1.3047
H -2.5854 -0.0961 -0.4515
H 1.2257 1.3328 0.7606
H 0.5801 -0.6446 2.5678
O 0.0442 0.1952 2.2080
S -0.7073 1.7908 -1.4353
S -0.7956 -1.4542 -0.4725
S 2.2809 -1.1414 0.0463
*
```

Calculated values
**HOMO level**: -8.6052 eV
**Frontier orbital gap**: 8.273 eV
**Maximum force**: 3.7 eV Å⁻¹
**Calculated total energy**: -1425.7711 hartree
**ΔE to the lowest compared entry with this formula, charge and spin**: 0.896 eV
**SMILES string**: O[C@H]1C(=S)SC[C@@H]1S

These are the Löwdin partial charges, in e, on atoms 1 to 2:
1 C -0.71
2 C -0.52


One molecule with the formula C4H6P2, computed with the ωB97M-V functional and the def2-TZVPD basis.

Structure (ORCA input):
```
! RIJCOSX wB97M-V def2-TZVPD def2/J DEFGRID3
* xyz 0 1
C 0.4357 -1.0375 -0.0291
C -0.1903 1.2711 -1.4672
C -0.1617 0.0638 0.3776
C -1.0043 0.4874 1.4872
P 0.6344 0.4666 -2.6099
P 1.0402 -1.5266 -1.5931
H 0.4253 -1.8910 0.7523
H -0.3490 2.2856 -1.2655
H -0.6290 1.5028 1.8894
H -0.6094 -0.1592 2.3524
H -2.0922 0.1797 1.5423
H 2.5004 -1.6427 -1.4363
*
```

Calculated values
**HOMO level**: -8.3405 eV
**Frontier orbital gap**: 8.643 eV
**Maximum force**: 5.0 eV Å⁻¹
**Calculated total energy**: -838.5429 hartree
**ΔE to the lowest compared entry with this formula, charge and spin**: 3.082 eV

These are the Löwdin partial charges, in e, on atoms 1 to 2:
1 C -0.57
2 C -0.42